74
Properties=species:S:1:pos:R:3:forces:R:3 method="wB97M-V/def2-TZVPD" total_energy_ha=-3410.2414 de_lowest_kcal_mol=1.0 multiplicity=2
Mo 0.326 -0.225 0.329 0.599 -0.476 -0.693
C -1.447 -1.882 -3.215 0.056 -0.010 0.020
C -0.412 -0.887 -2.715 0.066 -0.034 -0.064
C -0.026 0.127 -3.783 0.018 -0.033 0.019
O -0.946 -0.212 -1.570 0.086 0.034 0.071
C 0.853 -1.638 -2.255 -0.124 -0.118 -0.587
O 1.429 -2.382 -3.009 -0.054 0.063 0.070
O 1.233 -1.395 -1.025 0.013 0.667 0.770
H -2.304 -1.350 -3.630 -0.013 0.010 0.013
H -1.788 -2.511 -2.391 0.008 -0.007 0.000
H -1.007 -2.516 -3.981 0.002 -0.002 -0.019
H -0.915 0.641 -4.151 -0.010 0.012 0.010
H 0.456 -0.385 -4.613 0.001 -0.010 -0.005
H 0.668 0.869 -3.382 0.012 -0.005 -0.005
H -1.155 0.747 -1.728 -0.116 -0.045 0.097
S 1.985 -0.241 1.963 -0.066 0.024 -0.082
S 1.098 -1.062 3.699 -0.064 -0.033 0.008
S 0.163 -2.710 2.984 0.056 0.141 0.024
S -0.855 -1.848 1.340 -0.472 -0.557 0.346
C -3.738 -4.019 7.799 -0.012 -0.033 0.041
C -3.433 -3.052 6.692 0.009 0.035 -0.039
C -2.749 -1.868 6.942 -0.022 -0.011 0.003
C -2.450 -0.966 5.930 -0.084 0.016 -0.023
C -1.733 0.310 6.277 0.116 0.042 -0.001
C -2.855 -1.274 4.623 -0.080 -0.030 -0.070
Te -2.342 0.099 3.111 0.089 0.308 0.138
N -0.569 1.291 0.621 0.471 0.035 0.140
C -1.285 2.281 0.046 -0.747 -0.151 -0.050
O -1.585 2.283 -1.155 0.186 0.206 -0.012
C -1.854 3.299 0.978 0.063 0.128 -0.075
C -1.349 3.443 2.267 0.054 -0.021 -0.001
C -1.931 4.350 3.139 0.017 0.003 0.023
C -3.018 5.108 2.728 -0.015 0.026 -0.008
C -3.516 4.974 1.438 -0.021 -0.010 -0.003
C -2.930 4.077 0.560 -0.009 -0.058 0.019
C -4.289 0.587 2.407 0.006 -0.075 0.118
C -4.685 0.242 1.118 0.013 -0.054 -0.030
C -3.802 -0.499 0.155 0.048 0.057 -0.129
C -5.969 0.591 0.705 -0.039 0.041 -0.017
C -6.846 1.275 1.529 0.055 -0.013 0.000
C -8.228 1.639 1.070 -0.041 0.011 -0.018
C -6.407 1.636 2.800 0.034 -0.008 -0.004
C -5.139 1.311 3.259 -0.027 0.017 -0.074
C -4.722 1.778 4.624 0.060 0.019 0.026
C -3.527 -2.466 4.336 0.015 -0.003 -0.014
C -3.930 -2.892 2.952 -0.047 0.034 -0.034
C -3.815 -3.329 5.388 0.047 0.009 0.014
H -3.485 -3.601 8.772 0.003 0.008 0.010
H -3.171 -4.943 7.673 0.007 -0.004 -0.007
H -4.796 -4.285 7.808 -0.008 -0.001 -0.007
H -2.447 -1.634 7.956 0.010 -0.001 0.019
H -1.560 0.366 7.350 0.032 -0.003 0.009
H -2.311 1.189 5.985 0.013 -0.017 0.019
H -0.764 0.373 5.774 -0.003 -0.014 0.006
H -0.497 2.848 2.570 -0.018 -0.012 0.003
H -1.532 4.469 4.138 0.008 0.003 0.019
H -3.475 5.813 3.411 -0.007 0.005 0.012
H -4.360 5.571 1.119 -0.008 0.001 -0.005
H -3.304 3.949 -0.446 -0.001 0.012 -0.022
H -2.743 -0.300 0.316 -0.095 0.038 -0.042
H -4.030 -0.205 -0.869 -0.009 -0.017 -0.010
H -3.949 -1.580 0.230 0.002 0.031 -0.037
H -6.281 0.323 -0.298 -0.008 -0.005 -0.021
H -8.389 1.351 0.032 0.001 -0.003 -0.010
H -8.398 2.713 1.155 0.002 0.011 0.002
H -8.984 1.141 1.679 -0.001 -0.008 0.008
H -7.067 2.200 3.449 -0.013 0.004 0.009
H -5.499 2.400 5.066 -0.006 -0.004 0.013
H -3.808 2.376 4.570 -0.003 0.003 -0.017
H -4.534 0.942 5.300 -0.006 -0.073 0.017
H -3.682 -2.160 2.186 0.006 -0.061 0.125
H -5.005 -3.072 2.903 -0.027 -0.006 0.008
H -3.424 -3.822 2.690 0.003 -0.006 -0.010
H -4.339 -4.253 5.172 -0.013 -0.019 -0.003


17
Properties=species:S:1:pos:R:3:forces:R:3 method="wB97M-V/def2-TZVPD" total_energy_ha=-438.2996 smiles="C[C@@H](O)[C@H](N)C(=O)O" de_lowest_kcal_mol=18.5
C 1.377 -0.056 1.205 1.110 1.890 -0.558
C 1.102 0.049 -0.298 -0.001 0.074 0.078
O 1.539 -1.132 -0.961 -0.443 -0.043 0.211
C -0.367 0.320 -0.735 -0.227 -0.603 0.256
N -0.880 1.664 -0.621 0.098 0.120 0.518
C -1.337 -0.761 -0.173 0.302 1.279 -0.789
O -1.090 -1.932 -0.283 -0.080 -0.359 0.408
O -2.500 -0.278 0.312 0.099 -0.855 0.389
H 2.455 -0.239 1.334 -0.354 0.006 -0.054
H 1.172 0.914 1.704 -0.056 -0.499 -0.190
H 0.860 -0.828 1.701 -0.847 -1.018 0.425
H 1.684 0.909 -0.712 -0.255 -0.663 0.240
H 0.809 -1.770 -0.809 0.557 0.098 -0.166
H -0.337 0.053 -1.781 -0.043 -0.084 -0.567
H -1.297 1.762 0.302 0.243 0.584 -0.246
H -0.159 2.374 -0.812 -0.581 -0.568 0.396
H -3.030 -1.051 0.628 0.479 0.641 -0.349


155
Properties=species:S:1:pos:R:3:forces:R:3 method="wB97M-V/def2-TZVPD" total_energy_ha=-5404.0055 smiles="CC[C@@]1([PH2]=O)[C@H](CCCF)C(=O)N[C@]1(OC[C@@H](C)C(C)C)/C(Cl)=C(/C)Cl.O=[N+]([O-])c1ccccc1.O=[N+]([O-])c1ccccc1.O=[N+]([O-])c1ccccc1.O=[N+]([O-])c1ccccc1.O=[N+]([O-])c1ccccc1.O=[N+]([O-])c1ccccc1.O=[N+]([O-])c1ccccc1"
C 3.064 -0.413 0.438 0.051 -0.039 -0.262
C 1.617 0.088 0.555 -0.055 -0.056 0.172
C 0.416 -0.899 0.788 -0.220 -0.135 -0.387
P 0.657 -1.427 2.525 0.052 0.061 0.111
O 0.009 -2.613 3.126 0.233 0.101 0.206
C -0.872 -0.050 0.528 0.438 0.369 -0.037
C -2.057 -0.083 1.519 -0.047 -0.103 0.129
C -3.452 -0.252 0.906 -0.113 0.011 0.107
C -4.417 -0.929 1.859 -0.106 -0.040 0.055
F -5.493 -1.454 1.129 -0.017 0.043 -0.099
C -1.085 -0.257 -0.978 0.188 -0.223 0.337
O -1.995 0.176 -1.614 -0.421 0.639 -0.526
N -0.041 -1.048 -1.528 -0.043 -0.361 0.512
C 0.329 -1.933 -0.404 0.135 -0.021 0.108
O 1.547 -2.562 -0.654 0.100 0.130 -0.059
C 1.766 -3.804 0.046 -0.319 0.013 -0.168
C 3.256 -4.055 0.221 -0.018 0.017 -0.024
C 3.760 -3.472 1.541 0.173 -0.131 0.251
C 3.551 -5.562 0.100 -0.023 -0.032 -0.011
C 2.668 -6.414 1.029 -0.070 -0.075 0.016
C 5.035 -5.848 0.338 0.083 -0.107 0.173
C -0.839 -2.955 -0.374 0.291 0.356 0.283
Cl -1.782 -3.153 1.057 -0.098 -0.256 -0.106
C -1.194 -3.708 -1.404 -0.202 -0.342 -0.441
C -2.333 -4.684 -1.383 -0.026 -0.132 -0.094
Cl -0.326 -3.661 -2.905 0.058 -0.091 0.029
H 3.400 -0.391 -0.602 -0.081 -0.007 0.061
H 3.193 -1.441 0.766 -0.038 0.798 -0.328
H 3.740 0.228 1.007 -0.053 -0.050 0.025
H 1.542 0.801 1.388 0.051 0.018 -0.123
H 1.387 0.668 -0.340 -0.086 0.131 0.114
H 0.366 -0.194 3.142 -0.036 0.030 0.089
H 2.056 -1.438 2.600 -0.063 0.086 0.146
H -0.532 0.996 0.510 -0.067 -0.091 0.063
H -2.029 0.849 2.088 -0.048 -0.090 0.027
H -1.898 -0.888 2.246 0.000 0.149 -0.128
H -3.862 0.729 0.665 0.094 -0.104 -0.228
H -3.418 -0.849 -0.005 0.000 -0.001 0.087
H -3.957 -1.771 2.385 -0.016 0.109 -0.005
H -4.857 -0.230 2.574 0.186 -0.056 0.085
H 0.729 -0.554 -1.961 -0.032 -0.038 -0.096
H 1.314 -4.603 -0.550 -0.029 0.023 0.010
H 1.253 -3.779 1.018 0.050 -0.057 -0.055
H 3.764 -3.565 -0.620 -0.055 0.029 0.089
H 3.284 -2.517 1.766 0.255 -0.750 0.256
H 3.540 -4.142 2.377 -0.038 0.038 -0.063
H 4.838 -3.287 1.546 -0.070 -0.063 -0.063
H 3.310 -5.851 -0.930 0.064 0.079 0.038
H 2.403 -5.886 1.951 0.139 -0.084 -0.032
H 1.725 -6.705 0.556 0.080 0.081 0.000
H 3.184 -7.336 1.307 -0.067 0.051 -0.008
H 5.317 -6.805 -0.110 -0.008 0.066 0.035
H 5.257 -5.919 1.409 -0.037 0.079 -0.099
H 5.681 -5.069 -0.075 -0.075 -0.074 -0.084
H -2.556 -5.021 -2.394 -0.012 0.058 0.053
H -3.223 -4.234 -0.941 0.072 -0.031 -0.050
H -2.075 -5.565 -0.785 -0.009 0.115 -0.003
O 2.970 -0.910 -6.301 -0.059 0.062 -0.078
N 2.425 0.065 -6.777 0.023 0.076 0.094
O 2.891 0.745 -7.676 0.013 -0.093 -0.017
C 1.126 0.479 -6.216 0.064 -0.040 -0.036
C 0.630 -0.201 -5.120 -0.016 0.044 0.032
C -0.570 0.223 -4.572 -0.045 -0.112 -0.027
C -1.252 1.295 -5.131 0.077 0.023 -0.008
C -0.737 1.955 -6.239 0.019 0.019 0.010
C 0.469 1.552 -6.790 -0.059 -0.022 0.001
H 1.179 -1.034 -4.703 -0.002 -0.010 -0.020
H -0.977 -0.288 -3.712 -0.045 0.000 -0.034
H -2.184 1.621 -4.688 -0.004 -0.006 -0.001
H -1.266 2.794 -6.671 -0.006 -0.004 0.001
H 0.899 2.054 -7.644 0.010 -0.005 -0.001
O 3.029 3.891 -2.674 -0.018 -0.036 -0.069
N 3.055 3.441 -3.803 0.001 -0.009 0.023
O 2.132 2.848 -4.330 0.076 0.053 0.067
C 4.296 3.614 -4.585 -0.085 -0.022 0.036
C 5.376 4.240 -3.987 0.036 0.003 -0.028
C 6.542 4.373 -4.722 0.006 0.003 0.013
C 6.611 3.883 -6.021 0.017 -0.025 -0.014
C 5.512 3.260 -6.597 -0.003 0.048 0.010
C 4.335 3.126 -5.877 0.005 -0.021 -0.025
H 5.295 4.604 -2.974 -0.010 -0.009 0.001
H 7.404 4.853 -4.278 0.005 -0.006 -0.008
H 7.534 3.981 -6.579 0.004 0.006 0.013
H 5.563 2.873 -7.605 0.007 -0.006 0.004
H 3.469 2.648 -6.308 0.006 0.006 0.013
O -5.322 2.515 1.626 -0.049 0.070 -0.032
N -5.749 3.558 1.166 0.022 -0.021 0.020
O -6.097 4.512 1.831 0.027 -0.068 -0.034
C -5.847 3.671 -0.304 -0.015 -0.016 0.083
C -5.502 2.581 -1.083 -0.007 0.014 -0.028
C -5.597 2.703 -2.460 -0.003 -0.001 -0.004
C -6.031 3.893 -3.028 0.004 -0.006 0.022
C -6.372 4.972 -2.222 -0.002 0.007 0.007
C -6.283 4.868 -0.843 0.014 0.004 -0.052
H -5.171 1.663 -0.623 -0.012 -0.003 0.007
H -5.331 1.861 -3.086 0.001 0.004 -0.001
H -6.106 3.980 -4.103 0.003 0.002 -0.001
H -6.710 5.899 -2.666 0.000 -0.005 -0.006
H -6.541 5.689 -0.192 -0.002 -0.009 0.011
O -8.367 -4.855 5.423 0.020 0.058 0.069
N -8.083 -3.948 6.182 -0.010 -0.026 0.004
O -8.049 -4.049 7.393 0.001 -0.008 -0.088
C -7.760 -2.634 5.591 -0.023 -0.072 0.016
C -7.820 -2.492 4.216 0.021 0.058 0.017
C -7.523 -1.251 3.675 -0.013 0.021 -0.038
C -7.175 -0.191 4.502 0.003 0.050 -0.016
C -7.118 -0.364 5.878 0.084 -0.056 0.033
C -7.414 -1.596 6.437 0.022 0.032 -0.017
H -8.090 -3.334 3.597 -0.006 -0.007 0.011
H -7.557 -1.111 2.603 0.014 -0.027 0.004
H -6.954 0.780 4.076 -0.016 -0.027 0.015
H -6.846 0.463 6.519 -0.029 -0.021 -0.045
H -7.384 -1.760 7.504 -0.006 -0.011 -0.003
O -8.092 2.910 5.695 -0.048 0.031 0.091
N -8.785 2.737 6.680 0.082 -0.014 -0.102
O -9.202 1.655 7.042 -0.085 0.083 0.083
C -9.137 3.922 7.489 0.013 -0.080 -0.069
C -8.688 5.162 7.073 -0.008 0.037 0.032
C -9.027 6.269 7.835 0.005 -0.002 -0.008
C -9.797 6.119 8.981 0.004 -0.018 -0.013
C -10.231 4.860 9.376 -0.002 -0.009 0.002
C -9.903 3.742 8.626 -0.010 0.037 0.026
H -8.091 5.246 6.178 -0.003 -0.016 -0.009
H -8.690 7.250 7.529 -0.004 0.001 0.007
H -10.059 6.988 9.570 0.003 -0.001 0.002
H -10.829 4.746 10.270 0.001 0.008 -0.001
H -10.227 2.752 8.906 0.003 -0.005 -0.014
O 4.321 -2.166 4.295 0.045 0.089 0.005
N 5.250 -2.854 4.671 0.025 -0.071 -0.034
O 6.347 -2.882 4.149 -0.121 0.032 0.046
C 5.019 -3.729 5.838 0.008 0.035 -0.078
C 3.758 -3.752 6.406 -0.005 -0.029 0.027
C 3.546 -4.588 7.492 -0.005 0.004 0.000
C 4.581 -5.371 7.983 0.002 0.013 -0.021
C 5.838 -5.326 7.394 0.009 0.002 -0.004
C 6.068 -4.499 6.306 -0.009 -0.020 0.039
H 2.971 -3.135 5.999 0.000 -0.009 -0.010
H 2.567 -4.627 7.950 0.004 -0.005 0.001
H 4.408 -6.022 8.830 0.001 0.003 0.002
H 6.643 -5.937 7.779 -0.007 -0.002 0.004
H 7.033 -4.444 5.825 -0.005 0.005 -0.010
O 10.975 1.984 -7.300 -0.020 0.106 -0.003
N 10.513 3.089 -7.496 -0.007 -0.031 0.019
O 10.260 3.901 -6.625 -0.006 -0.052 -0.040
C 10.229 3.477 -8.894 0.002 -0.031 0.083
C 10.469 2.556 -9.897 -0.010 0.016 -0.042
C 10.188 2.922 -11.203 0.003 -0.008 0.002
C 9.679 4.184 -11.481 0.003 -0.005 0.022
C 9.450 5.091 -10.454 -0.002 0.004 0.004
C 9.725 4.741 -9.142 -0.008 0.005 -0.042
H 10.864 1.582 -9.650 -0.004 0.002 0.013
H 10.365 2.218 -12.005 -0.003 0.007 -0.003
H 9.459 4.462 -12.503 0.003 0.001 0.000
H 9.056 6.074 -10.673 0.000 -0.004 -0.006
H 9.559 5.425 -8.323 0.005 -0.007 0.007


22
Properties=species:S:1:pos:R:3:forces:R:3 method="wB97M-V/def2-TZVPD" total_energy_ha=-997.1274 smiles="CO[C@]1(Cl)C(=O)Cc2ccccc21" de_lowest_kcal_mol=0.0
C 2.328 1.235 2.149 0.170 0.181 0.298
O 1.790 0.318 1.199 -0.269 -0.232 -0.084
C 0.681 0.706 0.527 -0.463 0.173 -0.388
Cl 1.023 2.221 -0.499 0.087 0.201 -0.118
C -0.589 1.165 1.296 -0.196 0.043 0.312
O -0.592 1.771 2.330 0.037 -0.088 -0.036
C -1.829 0.694 0.531 0.390 0.046 -0.063
C -1.262 -0.286 -0.454 0.290 -0.028 0.053
C -1.943 -1.112 -1.328 0.031 -0.038 -0.044
C -1.222 -1.954 -2.163 -0.136 0.024 0.027
C 0.163 -1.982 -2.119 0.167 -0.009 -0.024
C 0.856 -1.152 -1.251 -0.044 -0.004 0.068
C 0.135 -0.310 -0.428 -0.161 -0.097 0.110
H 2.453 2.220 1.695 0.008 -0.089 0.062
H 3.297 0.828 2.426 -0.010 0.019 -0.024
H 1.692 1.318 3.031 0.039 -0.028 -0.126
H -2.292 1.554 0.042 0.008 0.034 0.026
H -2.560 0.264 1.216 0.029 0.022 0.059
H -3.022 -1.100 -1.363 -0.123 -0.010 -0.009
H -1.747 -2.596 -2.856 -0.041 -0.065 -0.037
H 0.707 -2.650 -2.771 0.031 -0.036 -0.040
H 1.933 -1.153 -1.210 0.157 -0.020 -0.021


50
Properties=species:S:1:pos:R:3:forces:R:3 method="wB97M-V/def2-TZVPD" charge=+2 total_energy_ha=-1694.2590 de_lowest_kcal_mol=78.8 multiplicity=6
C 2.636 -0.157 0.331 1.113 0.227 -1.531
C 1.848 0.638 -0.580 0.666 0.324 -0.635
C 2.095 2.034 -0.263 1.532 -0.936 -2.123
H 1.268 0.246 -1.426 -0.178 0.236 0.768
C 3.229 2.043 0.650 0.922 0.331 -0.627
C 3.581 0.734 0.954 0.340 -0.377 -0.657
H 4.475 0.403 1.465 -0.200 0.169 0.291
H 2.566 -1.250 0.397 0.234 0.532 -0.207
H 1.684 2.890 -0.823 0.204 -0.531 0.516
H 3.726 2.948 0.980 -0.018 -0.202 -0.036
Ir 0.986 1.148 1.371 -1.743 -1.743 -1.183
C -0.700 1.801 1.031 -4.503 1.807 -0.086
H -0.523 2.873 0.840 0.027 0.183 -0.923
H -1.178 1.909 2.023 -0.607 -0.581 -0.355
H -1.317 1.294 0.293 -0.412 0.271 -0.120
Si -1.155 -1.294 -1.597 -0.407 0.935 4.265
C -2.459 -2.041 -0.506 0.214 -1.340 -1.305
C -2.391 -3.395 -0.972 0.258 -0.024 -0.060
H -1.764 -3.622 -1.868 -0.529 -0.008 0.862
C -3.046 -4.442 -0.348 -0.109 0.851 0.359
H -2.903 -5.438 -0.715 -0.099 -0.409 -0.029
C -3.871 -4.154 0.741 -0.092 0.029 0.085
H -4.363 -4.979 1.267 0.047 0.433 -0.207
C -4.082 -2.826 1.138 0.557 0.536 -0.469
H -4.814 -2.612 1.923 0.355 -0.031 -0.240
C -3.367 -1.756 0.530 -0.372 -0.551 0.177
H -3.564 -0.725 0.854 0.166 -0.484 -0.098
C -1.186 0.188 -2.547 -1.273 0.456 -1.359
C -1.712 -0.579 -3.637 1.080 1.382 -0.996
H -2.192 -1.548 -3.455 -0.270 0.258 -0.308
C -1.426 -0.192 -4.949 0.328 0.327 0.150
H -1.684 -0.865 -5.761 -0.089 0.326 -0.066
C -0.719 1.008 -5.173 -0.585 -0.999 0.004
H -0.485 1.280 -6.196 0.042 0.086 0.166
C -0.334 1.812 -4.108 0.013 0.449 0.547
H 0.211 2.740 -4.306 -0.319 -0.282 0.048
C -0.584 1.429 -2.780 0.092 -0.640 -0.824
H -0.251 2.059 -1.958 -0.001 -0.109 -0.111
H -0.053 -0.106 1.489 -0.201 -0.618 -0.187
H -0.116 -2.145 -1.984 0.866 -1.152 -0.527
N 1.704 -0.107 2.883 0.857 -1.453 0.817
N 2.713 0.681 3.514 -1.202 -1.285 0.826
C 2.422 2.004 3.695 1.667 0.733 1.328
N 3.172 2.660 4.593 -1.252 -0.888 -0.978
S 1.345 2.860 2.747 0.599 2.030 2.440
H 0.895 -0.367 3.460 0.498 0.262 0.394
H 2.066 -0.982 2.455 0.194 0.820 0.743
H 3.032 0.163 4.311 0.777 0.161 0.633
H 2.867 3.604 4.766 0.487 0.228 0.391
H 3.719 2.136 5.251 0.325 0.262 0.436


19
Properties=species:S:1:pos:R:3:forces:R:3 method="wB97M-V/def2-TZVPD" total_energy_ha=-725.1239 de_lowest_kcal_mol=126.1
C 0.655 2.619 -1.144 1.294 2.227 -0.323
C -0.289 0.316 1.365 1.424 1.155 0.436
C 0.436 -1.456 -0.076 -1.169 0.404 -0.526
C 1.909 -1.108 -0.134 -1.885 1.180 -1.256
C -1.906 -1.178 0.548 -0.957 1.061 -1.142
N -0.517 -0.751 0.587 2.725 -2.273 -0.416
O -1.280 1.039 -1.286 0.354 0.938 0.947
S -0.586 2.017 -0.364 -1.257 -0.434 -1.221
H 1.232 3.533 -0.827 -0.833 -1.265 0.237
H 0.764 2.406 -2.190 0.188 -0.645 -0.269
H -1.097 0.766 1.908 -0.278 -0.367 0.148
H 0.726 0.736 1.577 -0.991 -1.020 -0.396
H 0.127 -2.245 -0.790 -0.361 0.699 0.897
H 2.069 -0.277 -0.866 -0.253 0.213 1.162
H 2.363 -1.851 -0.764 0.677 -1.034 0.815
H 2.256 -0.878 0.868 0.809 -0.181 -0.101
H -2.186 -1.982 -0.130 0.809 0.000 -0.162
H -2.252 -1.431 1.516 -0.083 -0.234 1.075
H -2.423 -0.274 0.201 -0.213 -0.422 0.096